No. 1
ORCA calculation (ωB97M-V/def2-TZVPD) on 2 unconnected molecules or ions with the total composition C6H9BO7 in a non-equilibrium geometry.

Summary:
**Gap between HOMO and LUMO**: 0.4172 hartree
**E_HOMO**: -10.707 eV

The geometry in ORCA input format:
```
! RIJCOSX wB97M-V def2-TZVPD def2/J DEFGRID3
* xyz 0 1
B 0.364 -1.285 0.949
C 3.098 -1.138 -1.126
C 1.269 1.322 -1.241
C -2.044 -0.186 1.164
C 1.297 1.377 -2.742
C -3.388 0.370 1.529
C 0.148 0.300 0.588
O 3.595 -1.009 -0.123
O 2.035 1.886 -0.510
O -1.786 -1.363 1.056
O 0.664 -2.183 -0.021
O 0.651 -1.559 2.241
O 0.285 0.508 -0.818
O -1.143 0.765 0.969
H 0.288 1.420 -3.139
H 1.778 0.471 -3.105
H 1.877 2.239 -3.059
H -3.947 0.552 0.613
H -3.933 -0.348 2.136
H -3.266 1.312 2.054
H 0.864 0.952 1.102
H 0.452 -1.919 -0.914
H 0.844 -2.484 2.398
*
```

No. 2
ORCA calculation (ωB97M-V/def2-TZVPD) on 2 unconnected molecules or ions with the total composition C6H9Br in a non-equilibrium geometry.

Summary:
**Gap between HOMO and LUMO (spin up / spin down)**: 0.2832 / 0.3042 hartree
**E_HOMO (spin up / spin down)**: -7.808 / -8.114 eV

The geometry in ORCA input format:
```
! RIJCOSX wB97M-V def2-TZVPD def2/J DEFGRID3
* xyz 0 1
C -1.843 -2.181 0.488
C -1.719 -1.050 -0.153
C 0.502 1.216 0.859
C 1.883 1.165 0.324
C 0.711 0.984 -0.630
C 0.471 -0.315 -1.209
Br -2.910 0.370 -0.288
H -2.735 -2.461 1.037
H -1.049 -2.904 0.483
H 0.134 0.379 1.431
H 0.089 2.171 1.149
H 2.447 2.082 0.248
H 2.485 0.296 0.538
H 0.463 1.821 -1.268
H 0.960 -1.178 -0.792
H 0.113 -0.394 -2.217
*
```

No. 3
ORCA calculation (ωB97M-V/def2-TZVPD) on a gas-phase ion, C6H9BrFN2O (charge +1) in a non-equilibrium geometry.

Summary:
**Gap between HOMO and LUMO (spin up / spin down)**: 0.2311 / 0.2557 hartree
**E_HOMO (spin up / spin down)**: -11.319 / -14.646 eV

The geometry in ORCA input format:
```
! RIJCOSX wB97M-V def2-TZVPD def2/J DEFGRID3
* xyz 1 3
C 0.759 -1.712 -0.366
C -0.013 -0.854 -2.480
C -0.425 -1.171 0.497
C -0.646 0.272 0.227
C 0.719 1.313 2.028
C 0.589 1.089 0.545
N 0.719 -1.634 -1.627
N -0.378 0.290 -2.079
O -1.787 0.886 0.296
F 0.406 2.267 -0.142
Br -2.133 -2.227 0.135
H 1.579 -2.201 -0.038
H -0.033 -1.227 -3.630
H -0.237 -1.501 1.617
H -0.151 1.436 2.503
H 1.299 2.194 2.124
H 1.377 0.675 2.656
H 1.477 0.752 0.137
H -0.619 1.036 -2.690
H -2.502 0.317 0.287
*
```

No. 4
ORCA calculation (ωB97M-V/def2-TZVPD) on C6H9BrO in the gas phase in a non-equilibrium geometry.

Summary:
**Gap between HOMO and LUMO**: 0.3856 hartree
**Structure (SMILES)**: CC1(C)C[C@H]1C(=O)Br
**E_HOMO**: -9.787 eV

The geometry in ORCA input format:
```
! RIJCOSX wB97M-V def2-TZVPD def2/J DEFGRID3
* xyz 0 1
C 0.573 1.508 -0.230
C 0.197 0.145 0.344
C -1.286 -0.049 0.283
C 1.139 -1.032 0.320
C 0.720 -0.422 1.599
C 1.963 0.652 2.255
O 3.108 0.590 2.161
Br 1.095 2.047 3.303
H 0.342 1.490 -1.285
H 1.510 1.790 -0.037
H 0.007 2.245 0.385
H -1.996 0.852 0.549
H -1.657 -0.807 0.888
H -1.689 -0.256 -0.785
H 2.177 -0.860 0.038
H 0.927 -1.951 0.022
H 0.095 -0.969 2.298
*
```

No. 5
ORCA calculation (ωB97M-V/def2-TZVPD) on a molecular structure, C6H9Cl2O6Pd in a non-equilibrium geometry.

Summary:
**Gap between HOMO and LUMO (spin up / spin down)**: 0.2429 / 0.2497 hartree
**E_HOMO (spin up / spin down)**: 0.956 / 0.767 eV

The geometry in ORCA input format:
```
! RIJCOSX wB97M-V def2-TZVPD def2/J DEFGRID3
* xyz -3 3
Pd 4.770 11.231 17.504
C 7.570 13.237 20.027
C 7.197 13.530 18.562
O 7.626 14.641 18.145
O 6.457 12.702 18.004
H 7.416 14.163 20.584
H 8.658 13.070 20.065
H 7.192 12.329 20.500
C 0.837 10.854 17.530
C 1.780 9.807 16.933
O 1.207 8.793 16.441
O 3.009 9.945 17.093
H 0.989 11.911 17.301
H 0.828 10.724 18.615
H -0.183 10.681 17.167
C 4.240 10.748 21.831
C 4.347 11.023 20.332
O 3.479 11.719 19.760
O 5.219 10.379 19.669
H 3.385 10.100 22.034
H 4.166 11.614 22.490
H 5.135 10.200 22.137
Cl 3.584 13.033 15.874
Cl 6.349 9.812 16.134
*
```

No. 6
ORCA calculation (ωB97M-V/def2-TZVPD) on C6H9ClN2 in the gas phase in a non-equilibrium geometry.

Summary:
**Gap between HOMO and LUMO**: 0.3055 hartree
**Structure (SMILES)**: C/C(C#N)=C(/Cl)N(C)C
**E_HOMO**: -7.918 eV

The geometry in ORCA input format:
```
! RIJCOSX wB97M-V def2-TZVPD def2/J DEFGRID3
* xyz 0 1
C 0.574 -1.739 1.523
C 1.655 -1.493 0.495
C 2.821 -2.319 0.491
N 3.847 -2.828 0.581
C 1.324 -0.587 -0.705
Cl 2.576 -0.603 -1.940
N 0.291 0.258 -0.836
C -0.461 0.874 0.221
C -0.350 0.353 -2.168
H -0.448 -1.639 1.232
H 0.611 -2.813 1.945
H 0.809 -0.995 2.321
H -1.561 0.651 0.242
H 0.025 0.747 1.190
H -0.460 1.917 -0.030
H 0.200 0.889 -2.884
H -0.552 -0.805 -2.494
H -1.201 0.928 -1.952
*
```

No. 7
ORCA calculation (ωB97M-V/def2-TZVPD) on 2 unconnected molecules or ions with the total composition C6H9ClN2O in a non-equilibrium geometry.

Summary:
**Gap between HOMO and LUMO**: 0.3536 hartree
**Structure (SMILES)**: ClC1=NCCC=N1.CC=O
**E_HOMO**: -9.335 eV

The geometry in ORCA input format:
```
! RIJCOSX wB97M-V def2-TZVPD def2/J DEFGRID3
* xyz 0 1
Cl -1.298 2.182 -1.290
C -1.406 0.564 -0.587
N -1.147 0.282 0.650
C -1.109 -1.138 0.994
C -0.798 -2.028 -0.208
C -1.797 -1.592 -1.210
N -2.030 -0.344 -1.397
H -2.137 -1.329 1.363
H -0.389 -1.101 1.882
H -0.817 -3.194 -0.015
H 0.241 -1.779 -0.667
H -2.187 -2.249 -1.960
C 1.888 2.272 0.461
C 2.495 0.995 0.148
O 1.772 0.151 -0.333
H 2.503 2.708 1.153
H 0.902 1.829 0.877
H 1.789 2.959 -0.344
H 3.525 0.812 0.483
*
```

No. 8
ORCA calculation (ωB97M-V/def2-TZVPD) on C6H9ClO in the gas phase in a non-equilibrium geometry.

Summary:
**Gap between HOMO and LUMO**: 0.3507 hartree
**Structure (SMILES)**: C=C(C)/C(=C\Cl)OC
**E_HOMO**: -8.727 eV

The geometry in ORCA input format:
```
! RIJCOSX wB97M-V def2-TZVPD def2/J DEFGRID3
* xyz 0 1
C 1.082 -2.051 -0.302
C 0.873 -0.740 -0.151
C 2.035 0.266 -0.165
C -0.498 -0.170 0.015
C -1.493 -0.594 0.797
Cl -1.334 -1.861 2.084
O -0.422 1.030 -0.592
C -1.549 1.873 -0.448
H 0.324 -2.798 -0.203
H 2.074 -2.443 -0.276
H 1.704 1.282 -0.719
H 2.983 -0.331 -0.376
H 2.147 0.633 0.874
H -2.402 -0.182 0.859
H -1.889 1.907 0.620
H -1.237 2.804 -0.992
H -2.398 1.374 -1.027
*
```

No. 9
ORCA calculation (ωB97M-V/def2-TZVPD) on C6H9ClS in the gas phase in a non-equilibrium geometry.

Summary:
**Gap between HOMO and LUMO**: 0.3331 hartree
**Structure (SMILES)**: C=C/C=C\[C@@H](S)CCl
**E_HOMO**: -8.719 eV

The geometry in ORCA input format:
```
! RIJCOSX wB97M-V def2-TZVPD def2/J DEFGRID3
* xyz 0 1
C -0.188 -1.284 -2.238
C -0.946 -0.105 -2.367
C -0.842 0.858 -1.204
C -0.251 0.888 0.049
C 0.389 -0.141 0.898
S 2.079 -0.116 0.304
C 0.213 0.242 2.435
Cl 0.627 1.746 3.010
H 0.624 -1.315 -1.267
H -0.428 -2.040 -2.924
H -1.751 0.032 -3.164
H -1.417 1.871 -1.395
H -0.305 1.914 0.600
H -0.099 -1.062 0.688
H 2.632 -1.197 1.103
H 0.541 -0.759 2.981
H -0.878 0.467 2.493
*
```

No. 10
ORCA calculation (ωB97M-V/def2-TZVPD) on a molecular structure, C6H9CrN3O4P in a non-equilibrium geometry.

Summary:
**Gap between HOMO and LUMO (spin up / spin down)**: 0.2729 / 0.2725 hartree
**E_HOMO (spin up / spin down)**: -7.543 / -7.539 eV

The geometry in ORCA input format:
```
! RIJCOSX wB97M-V def2-TZVPD def2/J DEFGRID3
* xyz 0 4
Cr -0.045 0.906 0.869
P 0.334 3.203 1.163
O 0.623 4.731 1.216
O -0.704 2.423 1.891
O 1.375 2.031 1.512
O -0.013 2.546 -0.184
C -3.700 -0.735 -1.700
C -2.649 -0.286 -0.823
N -1.758 0.118 -0.168
H -3.239 -0.646 -2.684
H -4.706 -0.316 -1.727
H -3.975 -1.772 -1.508
C 2.313 0.865 -2.859
C 1.574 0.317 -1.797
N 0.971 -0.056 -0.831
H 2.279 0.097 -3.632
H 3.320 1.110 -2.521
H 1.870 1.790 -3.228
C 1.077 -3.162 3.072
C 0.874 -1.948 2.336
N 0.676 -0.955 1.773
H 0.284 -3.902 2.968
H 1.159 -2.842 4.111
H 2.058 -3.514 2.752
*
```

No. 11
ORCA calculation (ωB97M-V/def2-TZVPD) on a molecular structure, C6H9ErO4 in a non-equilibrium geometry.

Summary:
**Gap between HOMO and LUMO (spin up / spin down)**: 0.2506 / 0.2446 hartree
**E_HOMO (spin up / spin down)**: -16.604 / -16.586 eV

The geometry in ORCA input format:
```
! RIJCOSX wB97M-V def2-TZVPD def2/J DEFGRID3
* xyz 2 4
O -1.265 -2.603 0.562
C -0.393 -2.798 -0.508
C 0.579 -3.706 -0.519
H -0.610 -2.132 -1.347
H 1.189 -3.804 -1.418
H 0.747 -4.379 0.323
O 0.757 1.952 -1.032
C 1.106 0.799 -0.518
O 2.001 0.182 -1.160
Er 2.070 -1.322 0.657
O 0.259 -1.625 1.861
C -0.920 -1.733 1.502
H -1.765 -1.487 2.157
C -0.511 2.516 -0.656
H -0.979 2.842 -1.593
H -1.123 1.719 -0.214
C -0.316 3.673 0.296
H 0.162 3.341 1.228
H 0.305 4.455 -0.162
H -1.293 4.109 0.543
*
```

No. 12
ORCA calculation (ωB97M-V/def2-TZVPD) on C6H9F in the gas phase in a non-equilibrium geometry.

Summary:
**Gap between HOMO and LUMO (spin up / spin down)**: 0.3058 / 0.2735 hartree
**E_HOMO (spin up / spin down)**: -8.008 / -7.517 eV

The geometry in ORCA input format:
```
! RIJCOSX wB97M-V def2-TZVPD def2/J DEFGRID3
* xyz 0 1
C -0.014 -0.935 0.216
C 1.966 -0.407 -0.348
C -0.631 0.355 0.170
C 1.824 1.006 0.077
C 0.371 1.352 -0.390
C -0.728 -2.016 -0.198
F 2.871 -1.166 0.320
H -1.655 0.421 -0.327
H -0.512 0.681 1.286
H 1.806 0.974 1.194
H 2.584 1.746 -0.259
H 0.208 1.381 -1.545
H 0.190 2.278 0.063
H -0.263 -2.975 0.023
H -1.048 -2.055 -1.219
H -1.688 -2.050 0.260
*
```

No. 13
ORCA calculation (ωB97M-V/def2-TZVPD) on C6H9F2NO2 in the gas phase in a non-equilibrium geometry.

Summary:
**Gap between HOMO and LUMO**: 0.3745 hartree
**Structure (SMILES)**: O=C(O)[C@H]1CC[C@@H](C(F)F)N1
**E_HOMO**: -9.539 eV

The geometry in ORCA input format:
```
! RIJCOSX wB97M-V def2-TZVPD def2/J DEFGRID3
* xyz 0 1
O -0.841 -3.526 -1.310
C -0.934 -2.549 -0.620
O -2.007 -2.471 0.178
C 0.106 -1.451 -0.542
C -0.357 -0.160 -1.311
C 0.313 1.027 -0.540
C 0.415 0.464 0.962
C -0.720 0.990 1.968
F -0.608 0.222 3.051
F -1.945 0.967 1.308
N 0.155 -0.998 0.842
H -1.888 -1.779 0.903
H 0.996 -1.846 -1.001
H -1.438 -0.020 -1.486
H 0.081 -0.228 -2.353
H 1.365 1.189 -0.847
H -0.205 1.897 -0.451
H 1.363 0.825 1.382
H -0.389 1.978 2.098
H 0.499 -1.596 1.662
*
```

no.,energy (eV)
1,-21380.1585
2,-76405.5846
3,-84142.2544
4,-78455.6968
5,-47176.9578
6,-21867.9505
7,-23915.7369
8,-20935.2359
9,-29721.8911
10,-56739.5176
11,-42158.7833
12,-9079.0423
13,-17387.5007